No. 1
Molecular formula: H80O40
Method: DFT, the ωB97M-V functional and the def2-TZVPD basis

Values from the calculation:
* total energy: -3057.02616 a.u.
* energy above the lowest of the compared OMol25 structures with the same formula, charge and spin: 173.3 kcal/mol
* orbital gap (spin up / spin down): 0.320 / 0.069 Ha

The geometry in ORCA input format:
```
! wB97M-V def2-TZVPD RIJCOSX def2/J DEFGRID3
* xyz 1 2
H 0.254 -1.269 6.709
H 1.248 -1.622 5.360
O 1.056 -1.687 6.370
H -5.321 -1.084 -2.066
H -4.014 -2.025 -2.127
O -4.781 -1.652 -2.654
H 0.356 0.612 -5.058
H 0.441 -0.673 -6.141
O 0.773 -0.159 -5.419
H 2.035 1.002 3.026
H 3.305 -0.049 3.054
O 2.952 0.769 2.779
H -0.121 2.307 -0.818
H -0.894 3.055 -1.850
O 0.022 2.776 -1.681
H 3.784 -3.207 -2.531
O 2.875 -3.383 -2.263
H -2.681 1.716 -0.900
O -2.099 0.958 -0.605
H 6.242 2.111 -2.079
H 5.468 2.976 -0.820
O 6.200 2.534 -1.241
H 0.391 5.061 -0.804
H -0.472 6.201 -0.546
O -0.516 5.411 -1.045
H 6.415 -1.595 -0.056
H 5.980 -3.009 0.379
O 6.579 -2.496 -0.162
H -3.696 -5.425 1.255
H -4.610 -4.218 0.858
O -3.738 -4.541 0.895
H 2.680 3.207 -1.026
O 3.259 3.673 -1.661
H 4.576 2.673 1.537
H 3.672 3.109 0.578
O 4.618 3.223 0.728
H -2.768 1.999 -3.269
H -1.229 1.896 -3.164
O -1.987 1.575 -3.658
H -3.517 1.092 1.476
H -4.351 1.747 2.687
O -4.186 1.734 1.682
H 3.131 0.567 -4.438
H 4.041 1.767 -3.763
O 3.494 1.035 -3.545
H 0.271 -1.968 1.039
H 1.045 -1.945 -0.354
O 0.661 -2.560 0.271
H -4.505 2.338 -1.374
H -4.065 3.752 -1.345
O -3.681 2.918 -1.466
H 1.594 1.540 -0.561
O 2.126 2.011 0.196
H 0.357 3.181 5.159
H 1.213 3.988 4.168
O 1.032 3.882 5.112
H -5.071 -1.658 1.533
O -4.985 -1.583 2.474
H -2.801 -4.155 -3.280
H -1.265 -4.701 -3.539
O -2.258 -4.906 -3.370
H -1.438 3.333 0.804
H -1.839 4.770 0.142
O -2.128 3.878 0.451
H 5.996 1.044 0.229
H 6.576 0.588 1.600
O 6.531 0.369 0.655
H 0.814 -4.102 -4.864
H 0.318 -2.763 -5.179
O 0.287 -3.657 -5.549
H 1.603 -1.684 -1.983
H 1.073 -0.476 -2.877
O 1.135 -0.920 -2.058
H 1.405 -3.484 1.914
H 2.394 -2.293 2.363
O 1.774 -2.925 2.621
H -4.871 0.311 4.378
H -4.229 0.517 5.843
O -4.217 0.682 4.928
H 4.870 -0.862 1.815
H 3.914 -1.255 0.695
O 4.069 -1.370 1.618
H -2.309 -1.894 0.583
H -3.332 -1.332 1.736
O -2.560 -1.267 1.243
H 6.086 -2.313 -2.545
H 5.769 -1.037 -3.246
O 5.583 -2.073 -3.309
H 0.110 -0.331 3.617
O 0.598 -0.990 4.118
H -1.335 -0.323 1.292
H -0.359 0.755 1.656
O -0.347 -0.240 1.572
H 2.227 1.383 0.888
H 2.520 -4.189 -2.551
H -5.225 -2.473 2.864
H -2.538 0.613 0.173
H 3.318 2.897 -2.243
H 0.856 -1.764 3.376
O -5.859 -0.096 -0.668
H -6.327 -0.193 0.228
H -6.484 0.560 -1.147
O -2.601 -2.239 5.636
H -1.846 -2.657 6.044
H -2.487 -1.951 4.743
O -1.874 -1.717 -3.243
H -2.346 -0.831 -3.421
H -0.973 -1.496 -3.035
O 0.039 1.387 4.947
H -0.888 1.331 5.053
H 0.437 0.942 5.689
O -6.077 2.173 -0.197
H -6.130 3.129 -0.084
H -5.264 1.962 0.269
O 0.989 2.427 -4.199
H 1.575 1.993 -3.631
H 1.127 3.349 -3.967
O -2.221 -3.077 -0.726
H -2.563 -4.015 -0.676
H -1.246 -3.279 -0.790
*
```

Atomic partial charges in e from the Löwdin method, atoms 1 to 4:
1 H 0.01
2 H 0.02
3 O -0.13
4 H 0.03

=====

No. 2
Molecular formula: C28H23CrN4PS2
Method: DFT, the ωB97M-V functional and the def2-TZVPD basis

Values from the calculation:
* total energy: -3481.99385 a.u.
* energy above the lowest of the compared OMol25 structures with the same formula, charge and spin: 56.1 kcal/mol
* orbital gap (spin up / spin down): 0.202 / 0.210 Ha

The geometry in ORCA input format:
```
! wB97M-V def2-TZVPD RIJCOSX def2/J DEFGRID3
* xyz 0 5
Cr 0.372 -0.008 -0.991
C 2.928 -1.613 -1.016
C 2.653 -0.146 -1.269
C 2.577 0.768 -0.195
C 2.662 2.141 -0.424
C 2.875 2.626 -1.702
C 2.978 1.741 -2.766
C 2.837 0.380 -2.559
H 2.693 -2.213 -1.895
H 2.356 -1.995 -0.168
H 3.988 -1.749 -0.796
H 2.650 0.402 0.823
H 2.612 2.823 0.415
H 2.971 3.689 -1.873
H 3.151 2.113 -3.764
H 2.944 -0.298 -3.397
N -1.397 -1.567 1.002
P -0.101 -0.503 1.299
C 0.477 -1.108 2.924
C 1.727 -1.712 3.023
C 2.202 -2.146 4.252
C 1.425 -1.979 5.388
C 0.176 -1.380 5.297
C -0.297 -0.940 4.072
C -0.926 1.056 1.771
C -0.248 2.019 2.518
C -0.846 3.240 2.780
C -2.123 3.507 2.304
C -2.796 2.557 1.551
C -2.196 1.340 1.271
C -1.749 -1.917 -0.290
C -2.743 -2.853 -0.534
C -3.036 -3.206 -1.840
C -2.325 -2.612 -2.870
C -1.372 -1.673 -2.551
N -1.059 -1.320 -1.286
H -1.967 -1.936 1.745
H 2.336 -1.840 2.136
H 3.177 -2.609 4.320
H 1.796 -2.314 6.348
H -0.427 -1.247 6.186
H -1.263 -0.453 4.004
H 0.742 1.803 2.908
H -0.315 3.987 3.355
H -2.591 4.457 2.525
H -3.786 2.768 1.169
H -2.715 0.613 0.659
H -3.272 -3.301 0.296
H -3.811 -3.930 -2.051
H -2.543 -2.826 -3.905
H -0.792 -1.184 -3.325
S -0.405 1.924 -2.037
C -0.829 1.519 -3.693
C 0.187 1.607 -4.672
N 1.041 1.632 -5.451
C -2.123 1.183 -4.057
S -3.428 0.978 -2.980
C -2.397 0.952 -5.441
N -2.657 0.755 -6.545
*
```

Atomic partial charges in e from the natural (NBO) method, atoms 1 to 4:
1 Cr 0.99
2 C -0.63
3 C -0.09
4 C -0.32

=====

No. 3
Molecular formula: C7H12N2O6
Method: DFT, the ωB97M-V functional and the def2-TZVPD basis

Values from the calculation:
* SMILES: N[C@@H](CC(=O)O)C(=O)N[C@@H](CO)C(=O)O
* total energy: -834.88666 a.u.
* energy above the lowest of the compared OMol25 structures with the same formula, charge and spin: 43.9 kcal/mol
* orbital gap: 0.364 Ha

The geometry in ORCA input format:
```
! wB97M-V def2-TZVPD RIJCOSX def2/J DEFGRID3
* xyz 0 1
N -2.328 2.026 1.408
C -1.743 0.801 0.896
C -2.650 0.166 -0.240
C -2.478 -1.316 -0.353
O -1.616 -1.987 0.142
O -3.316 -1.713 -1.292
C -0.323 1.014 0.323
O 0.084 2.178 0.229
N 0.421 -0.137 -0.135
C 1.868 -0.283 -0.600
C 2.591 1.097 -0.886
O 1.799 1.960 -1.667
C 2.634 -1.150 0.530
O 3.397 -1.964 0.186
O 2.094 -1.114 1.714
H -3.109 2.214 0.738
H -1.625 2.729 1.164
H -1.651 0.104 1.723
H -3.771 0.312 0.061
H -2.665 0.746 -1.149
H -3.300 -2.677 -1.442
H -0.240 -0.902 -0.215
H 1.812 -0.892 -1.566
H 3.550 0.814 -1.394
H 2.858 1.535 0.091
H 1.215 2.528 -1.243
H 1.343 -0.572 1.799
*
```

Atomic partial charges in e from the natural (NBO) method, atoms 1 to 4:
1 N -0.80
2 C -0.14
3 C -0.54
4 C 0.81

=====

No. 4
Molecular formula: C17H22CrN4O9P2S
Method: DFT, the ωB97M-V functional and the def2-TZVPD basis

Values from the calculation:
* total energy: -3682.87629 a.u.
* energy above the lowest of the compared OMol25 structures with the same formula, charge and spin: 25.6 kcal/mol
* orbital gap (spin up / spin down): 0.233 / 0.302 Ha

The geometry in ORCA input format:
```
! wB97M-V def2-TZVPD RIJCOSX def2/J DEFGRID3
* xyz 0 5
Cr 0.375 -0.118 -1.109
C 0.935 -4.334 -1.541
C 1.047 -2.874 -1.225
N 0.315 -1.946 -1.864
N -0.061 -2.082 -3.178
C 0.229 -1.041 -3.975
N -0.300 -0.972 -5.219
S 1.378 0.087 -3.449
C 1.935 -2.319 -0.280
C 2.734 -3.050 0.632
C 3.614 -2.391 1.449
C 3.725 -0.998 1.364
C 2.877 -0.332 0.492
N 2.011 -0.942 -0.294
H -0.063 -4.575 -1.898
H 1.131 -4.926 -0.653
H 1.655 -4.627 -2.306
H -0.801 -2.735 -3.423
H -1.239 -1.313 -5.360
H -0.080 -0.127 -5.726
H 2.626 -4.120 0.694
H 4.218 -2.936 2.160
H 4.433 -0.458 1.969
H 2.879 0.748 0.420
C -3.481 2.443 -0.489
C -2.180 2.799 -1.170
O -2.331 4.100 -1.652
P -0.619 2.765 -0.123
O 0.041 4.130 -0.654
O -0.875 3.230 1.377
O 0.490 1.754 -0.244
P -1.703 1.687 -2.576
O -0.279 2.459 -2.872
O -2.535 1.687 -3.789
O -1.343 0.332 -2.000
H -3.666 3.135 0.330
H -3.481 1.424 -0.120
H -4.271 2.563 -1.228
H -1.528 4.360 -2.121
H 0.927 4.189 -0.296
H -1.377 2.546 1.834
H -0.218 2.714 -3.795
O -1.665 0.893 0.928
C -0.930 -0.004 1.392
O -0.292 -0.826 0.694
C -0.723 -0.069 2.876
C -1.697 0.353 3.775
C -1.405 0.400 5.127
C -0.137 0.066 5.578
C 0.827 -0.368 4.682
C 0.535 -0.446 3.334
H -2.679 0.621 3.410
H -2.158 0.723 5.831
H 0.098 0.143 6.630
H 1.811 -0.636 5.035
H 1.270 -0.786 2.617
*
```

Atomic partial charges in e from the natural (NBO) method, atoms 1 to 4:
1 Cr 1.29
2 C -0.66
3 C 0.22
4 N -0.41

=====

No. 5
Molecular formula: C4H7NO
Method: DFT, the ωB97M-V functional and the def2-TZVPD basis

Values from the calculation:
* total energy: -286.49127 a.u.
* energy above the lowest of the compared OMol25 structures with the same formula, charge and spin: 88.1 kcal/mol
* orbital gap: 0.319 Ha

The geometry in ORCA input format:
```
! wB97M-V def2-TZVPD RIJCOSX def2/J DEFGRID3
* xyz 0 1
C -1.181 -1.885 -0.442
C -0.432 -0.574 -0.307
N -0.029 -0.263 0.945
C 0.905 0.735 0.871
C 0.834 1.747 -0.120
O -0.173 0.082 -1.342
H -1.980 -1.789 -1.181
H -1.588 -2.205 0.519
H -0.495 -2.660 -0.804
H 0.640 1.798 1.397
H 1.901 0.548 1.289
H 1.718 2.338 -0.370
H -0.120 2.126 -0.457
*
```

Atomic partial charges in e from the natural (NBO) method, atoms 1 to 4:
1 C -0.68
2 C 0.63
3 N -0.64
4 C -0.17

=====

No. 6
Molecular formula: C29H60CrF6N3O15S5
Method: DFT, the ωB97M-V functional and the def2-TZVPD basis

Values from the calculation:
* total energy: -6068.14110 a.u.
* energy above the lowest of the compared OMol25 structures with the same formula, charge and spin: 54.2 kcal/mol
* orbital gap (spin up / spin down): 0.138 / 0.338 Ha

The geometry in ORCA input format:
```
! wB97M-V def2-TZVPD RIJCOSX def2/J DEFGRID3
* xyz 0 8
Cr 19.576 21.223 -12.566
C 18.931 24.144 -9.121
F 19.054 25.312 -9.766
F 19.192 24.367 -7.848
F 17.708 23.693 -9.322
S 20.324 22.921 -9.737
O 21.073 23.679 -10.719
O 21.047 22.483 -8.584
N 19.539 21.630 -10.628
S 18.941 20.730 -9.388
O 18.558 21.519 -8.220
O 17.922 19.846 -9.941
C 20.372 19.487 -8.841
F 21.433 19.566 -9.633
F 20.706 19.727 -7.573
F 19.952 18.214 -8.879
C 22.488 21.561 -16.237
C 21.148 22.279 -16.296
C 21.117 22.852 -17.742
C 20.779 21.775 -18.770
C 19.413 21.169 -18.486
C 19.315 20.555 -17.060
N 20.036 21.353 -16.030
O 19.897 20.894 -14.760
C 19.807 19.099 -17.101
C 17.812 20.513 -16.704
C 21.237 23.511 -15.398
H 23.365 22.131 -15.930
H 22.833 20.876 -17.016
H 22.395 20.794 -15.458
H 22.106 23.225 -18.006
H 20.379 23.640 -17.907
H 21.551 21.019 -18.936
H 20.777 22.215 -19.772
H 19.079 20.407 -19.193
H 18.675 21.941 -18.721
H 19.718 18.596 -16.142
H 20.886 19.170 -17.275
H 19.381 18.583 -17.959
H 17.576 21.560 -16.513
H 17.557 19.871 -15.864
H 17.241 20.158 -17.564
H 20.309 24.070 -15.514
H 22.060 24.182 -15.646
H 21.406 23.275 -14.349
C 22.137 17.527 -11.688
C 21.254 17.285 -12.913
C 21.322 15.740 -13.150
C 20.132 15.138 -13.891
C 18.972 15.432 -12.931
C 18.663 16.963 -12.869
N 19.875 17.714 -12.600
O 19.655 19.030 -12.402
C 17.625 17.073 -11.724
C 18.004 17.347 -14.222
C 21.757 18.032 -14.141
H 22.372 18.581 -11.544
H 23.110 17.067 -11.879
H 21.738 17.093 -10.774
H 21.537 15.151 -12.259
H 22.177 15.569 -13.812
H 20.358 14.085 -14.075
H 20.001 15.479 -14.919
H 18.995 14.948 -11.957
H 18.118 15.015 -13.473
H 17.210 18.082 -11.704
H 18.169 16.955 -10.787
H 16.770 16.398 -11.751
H 17.085 16.799 -14.429
H 18.662 17.193 -15.080
H 17.806 18.412 -14.363
H 21.052 17.848 -14.952
H 22.766 17.662 -14.326
H 21.798 19.120 -14.081
O 19.304 23.277 -13.048
S 18.682 24.563 -13.362
O 18.057 24.919 -14.609
O 17.591 24.866 -12.198
C 16.869 26.103 -12.235
C 15.525 25.903 -12.941
C 20.027 25.750 -12.992
H 17.586 26.770 -12.720
H 16.780 26.452 -11.207
H 15.611 25.080 -13.647
H 15.130 26.829 -13.355
H 14.793 25.565 -12.204
H 20.986 25.480 -13.431
H 20.273 25.783 -11.931
H 19.717 26.720 -13.379
O 21.663 21.400 -12.414
S 23.076 21.774 -12.397
O 23.368 23.036 -13.041
O 23.604 21.736 -10.845
C 24.918 22.107 -10.446
C 25.598 21.026 -9.592
C 24.194 20.489 -13.084
H 24.746 22.944 -9.767
H 25.522 22.432 -11.293
H 25.990 20.228 -10.226
H 24.921 20.537 -8.890
H 26.392 21.376 -8.933
H 25.152 20.671 -12.605
H 24.211 20.607 -14.165
H 23.765 19.518 -12.849
O 17.473 21.236 -12.813
S 16.036 21.442 -12.926
O 15.425 22.599 -12.287
O 15.740 21.682 -14.517
C 14.374 21.983 -14.813
C 13.985 21.403 -16.175
C 15.129 19.876 -12.543
H 14.344 23.070 -14.888
H 13.666 21.655 -14.054
H 14.449 21.992 -16.966
H 12.911 21.442 -16.359
H 14.265 20.357 -16.303
H 15.307 19.628 -11.500
H 15.615 19.180 -13.225
H 14.078 20.027 -12.775
*
```

Atomic partial charges in e from the Löwdin method, atoms 1 to 4:
1 Cr 0.31
2 C -0.65
3 F 0.11
4 F 0.15

=====

No. 7
Molecular formula: C25H42F3N11O6PSTi
Method: DFT, the ωB97M-V functional and the def2-TZVPD basis

Values from the calculation:
* total energy: -3919.73874 a.u.
* orbital gap (spin up / spin down): 0.273 / 0.238 Ha

The geometry in ORCA input format:
```
! wB97M-V def2-TZVPD RIJCOSX def2/J DEFGRID3
* xyz 2 2
Ti 0.090 0.570 1.039
F 0.360 -3.577 5.305
C -0.666 -3.283 4.481
F -1.788 -3.709 5.080
F -0.508 -4.010 3.373
C -0.727 -1.792 4.250
C -1.218 -1.013 5.280
C -1.255 0.375 5.151
C -0.811 0.933 3.977
N -0.362 0.186 2.960
C -0.289 -1.164 3.068
S 0.338 -1.876 1.646
H -1.568 -1.485 6.189
H -1.624 0.994 5.955
H -0.796 2.007 3.834
N 2.655 -0.261 3.670
N 3.498 0.653 3.040
C 3.266 1.038 1.781
N 4.102 1.896 1.204
N 2.240 0.446 1.137
N 1.783 0.933 -0.017
O 0.927 0.130 -0.583
O 2.153 1.989 -0.573
H 2.609 -0.049 4.659
H 2.986 -1.212 3.543
H 4.368 0.924 3.476
H 4.847 2.324 1.729
H 3.814 2.305 0.327
C 2.831 -3.093 -3.866
N 1.362 -3.056 -4.294
C 0.799 -4.474 -4.104
N 0.993 -4.921 -2.778
C 2.401 -4.912 -2.408
N 2.957 -3.569 -2.539
C 2.436 -2.641 -1.540
P 0.579 -2.393 -1.639
C 0.597 -2.054 -3.496
C 0.165 -4.218 -1.804
H 3.236 -2.084 -3.957
H 3.350 -3.757 -4.559
H 1.309 -2.810 -5.284
H 1.329 -5.121 -4.806
H -0.261 -4.448 -4.357
H 2.952 -5.597 -3.056
H 2.503 -5.243 -1.376
H 2.921 -1.670 -1.671
H 2.682 -3.012 -0.543
H 1.038 -1.066 -3.646
H -0.431 -2.013 -3.860
H -0.886 -4.330 -2.077
H 0.303 -4.679 -0.823
C -2.637 -2.128 -0.281
C -2.343 -0.654 -0.489
O -1.901 0.020 0.726
C -2.992 0.612 1.467
C -3.734 -0.396 2.341
H -2.929 -2.562 -1.239
H -3.454 -2.284 0.419
H -1.757 -2.640 0.099
H -3.226 -0.135 -0.864
H -1.540 -0.517 -1.207
H -3.674 1.079 0.754
H -2.563 1.404 2.081
H -4.584 -0.836 1.823
H -4.113 0.090 3.239
H -3.061 -1.198 2.642
C -2.929 4.547 0.127
C -2.436 4.572 -1.319
C -0.971 4.078 -1.516
C -0.548 4.250 -2.989
C 0.907 3.850 -3.226
C -0.080 4.943 -0.645
O 0.184 6.087 -0.874
N 0.444 4.329 0.510
C 0.202 3.050 0.854
O 0.728 2.494 1.857
N -0.603 2.260 0.141
C -0.955 2.597 -1.163
O -1.288 1.734 -1.940
H -3.968 4.871 0.161
H -2.349 5.227 0.753
H -2.872 3.546 0.558
H -2.480 5.595 -1.695
H -3.078 3.946 -1.940
H -0.692 5.293 -3.270
H -1.203 3.630 -3.599
H 1.589 4.542 -2.730
H 1.132 3.859 -4.291
H 1.103 2.850 -2.838
H 1.080 4.886 1.066
*
```

Atomic partial charges in e from the natural (NBO) method, atoms 1 to 4:
1 Ti 1.46
2 F -0.32
3 C 0.97
4 F -0.31